DFT (the ωB97M-V functional and the def2-TZVPD basis) results for a 4-piece molecular cluster, C16H26N4O2P overall in a non-equilibrium geometry.

Atoms and positions in Å:
P  -0.68  -0.85  -0.05
O  -3.44  -1.16  -1.17
O  -1.54  -1.45  1.35
N  -1.09  -1.77  -1.41
N  3.82  3.06  -1.82
N  3.64  4.96  1.11
N  -1.94  -6.98  -0.39
C  2.32  1.50  -2.30
C  -2.48  -2.22  -1.40
C  3.06  5.38  2.28
C  -1.68  -5.64  -0.30
C  5.25  5.90  2.31
C  -1.34  0.93  -0.20
C  -2.33  -7.45  0.84
C  -1.91  -5.25  0.99
C  3.07  1.79  -3.47
C  3.98  2.77  -3.15
C  -4.53  -0.16  0.72
C  4.04  5.96  3.05
C  -2.32  -6.40  1.72
C  2.81  2.30  -1.30
C  -4.37  -1.46  -0.14
C  4.97  5.28  1.12
H  4.73  3.27  -3.74
H  -1.61  1.32  0.81
H  -2.25  1.02  -0.82
H  -1.79  -4.24  1.38
H  -1.21  -0.96  2.10
H  -1.86  -7.53  -1.22
H  2.95  1.35  -4.44
H  6.21  6.27  2.62
H  -2.58  -6.44  2.76
H  -1.35  -5.08  -1.16
H  2.01  5.22  2.46
H  -3.84  -0.17  1.58
H  -5.56  -0.13  1.14
H  4.36  3.74  -1.31
H  2.52  2.38  -0.26
H  5.61  5.04  0.28
H  -0.55  1.54  -0.68
H  -4.03  -2.24  0.55
H  -5.36  -1.65  -0.59
H  -2.68  -2.60  -2.43
H  3.89  6.38  4.03
H  -4.36  0.75  0.13
H  -2.58  -8.49  0.98
H  3.16  4.50  0.36
H  -2.62  -3.09  -0.72
H  1.52  0.78  -2.20

Calculated values
spin multiplicity = 1
HOMO = -2.70 eV
LUMO energy = 0.092 hartree
relative energy (zero: lowest compared OMol25 entry of this formula, charge and spin) = 59.1 kJ/mol
gap between HOMO and LUMO = 0.1911 Eh
F_max = 2.96 eV/Å
net charge = -1

The net atomic charges from Mulliken, expressed in e, are:
1. P -0.01
2. O -0.32
3. O -0.38
4. N -0.57
5. N 0.13
6. N 0.12
7. N 0.00
8. C -0.24
9. C -0.31
10. C -0.53
11. C -0.73
12. C -0.58
13. C -0.72
14. C -0.40
15. C 0.00
16. C -0.76
17. C -0.47
18. C -1.05
19. C -0.39
20. C -0.79
21. C -0.49
22. C -0.06
23. C -0.20
24. H 0.36
25. H 0.20
26. H 0.15
27. H 0.50
28. H 0.21
29. H 0.17
30. H 0.39
31. H 0.38
32. H 0.38
33. H 0.48
34. H 0.37
35. H 0.15
36. H 0.42
37. H 0.16
38. H 0.47
39. H 0.25
40. H 0.24
41. H 0.10
42. H 0.39
43. H 0.28
44. H 0.38
45. H 0.24
46. H 0.37
47. H 0.20
48. H 0.07
49. H 0.44

***

DFT (the ωB97M-V functional and the def2-TZVPD basis) results for the molecule C16H26N4O2S in a non-equilibrium geometry.

Atoms and positions in Å:
S  -3.55  -2.56  -0.26
O  -2.41  -0.74  -1.77
O  2.68  0.26  -2.08
N  2.36  2.22  -1.02
N  -1.53  -3.81  0.71
N  -0.91  -2.07  -0.74
N  -2.59  -4.40  1.23
C  -5.32  -3.91  2.78
C  5.79  4.77  -0.84
C  -3.72  -3.91  0.87
C  -0.07  -0.30  -2.14
C  3.70  2.74  -1.21
C  -5.43  -2.39  2.83
C  -1.84  -2.84  -0.09
C  -6.61  -4.55  3.29
C  -1.25  -1.03  -1.57
C  5.83  3.44  -0.09
C  0.52  0.65  -1.09
C  -5.03  -4.39  1.35
C  3.65  4.07  -1.96
C  4.42  2.91  0.13
C  5.07  4.61  -2.17
C  1.96  1.01  -1.46
H  -6.53  -5.63  3.28
H  5.27  5.51  -0.23
H  -5.82  -4.04  0.68
H  6.33  3.57  0.87
H  -4.50  -1.92  2.52
H  -0.39  0.27  -3.01
H  0.56  0.16  -0.12
H  4.45  1.94  0.65
H  -5.02  -5.48  1.34
H  -0.09  1.55  -1.00
H  1.72  2.79  -0.49
H  -6.22  -2.04  2.17
H  0.06  -2.33  -0.60
H  -5.65  -2.06  3.84
H  -7.45  -4.26  2.66
H  6.40  2.71  -0.67
H  6.80  5.13  -1.01
H  -4.49  -4.23  3.42
H  3.08  4.79  -1.37
H  5.62  3.91  -2.80
H  3.15  3.94  -2.92
H  4.22  1.99  -1.82
H  5.02  5.57  -2.69
H  0.71  -1.00  -2.44
H  -6.82  -4.23  4.30
H  3.85  3.60  0.75

Calculated values
SMILES = CC(C)Cc1nnc(NC(=O)CCC(=O)NC2CCCCC2)s1
spin multiplicity = 1
HOMO = -8.93 eV
LUMO energy = 0.020 hartree
relative energy (zero: lowest compared OMol25 entry of this formula, charge and spin) = 97.4 kJ/mol
gap between HOMO and LUMO = 0.3485 Eh
F_max = 1.69 eV/Å

The net atomic charges from Mulliken, expressed in e, are:
1. S -0.08
2. O -0.64
3. O -0.66
4. N -0.19
5. N -0.51
6. N -0.07
7. N -0.53
8. C 0.68
9. C -0.64
10. C 0.49
11. C -0.98
12. C -0.11
13. C -1.40
14. C 0.28
15. C -1.53
16. C 0.69
17. C -0.64
18. C -0.47
19. C -0.78
20. C -0.77
21. C -0.81
22. C -0.63
23. C 0.53
24. H 0.38
25. H 0.31
26. H 0.36
27. H 0.34
28. H 0.34
29. H 0.36
30. H 0.34
31. H 0.34
32. H 0.37
33. H 0.29
34. H 0.34
35. H 0.32
36. H 0.27
37. H 0.42
38. H 0.34
39. H 0.33
40. H 0.31
41. H 0.30
42. H 0.31
43. H 0.34
44. H 0.34
45. H 0.33
46. H 0.33
47. H 0.37
48. H 0.40
49. H 0.31

***

DFT (the ωB97M-V functional and the def2-TZVPD basis) results for the molecule C16H26N4O3.

Atoms and positions in Å:
O  3.36  0.56  0.90
O  4.67  -3.61  -0.30
O  0.66  -2.16  -1.84
N  1.04  1.48  -0.01
N  4.02  -1.53  0.30
N  -2.83  3.05  0.18
N  2.67  -2.89  -1.07
C  -4.24  1.36  -0.84
C  0.01  2.48  0.00
C  -0.74  2.50  1.34
C  -4.98  2.43  1.29
C  -1.94  3.45  1.26
C  -6.38  0.64  0.24
C  -3.76  1.98  0.48
C  2.51  -4.16  -1.75
C  1.92  -0.69  -0.48
C  5.25  -1.39  1.05
C  3.12  -0.48  0.28
C  -5.18  0.18  -0.58
C  0.95  0.30  -0.57
C  -5.92  1.26  1.56
C  1.67  -1.93  -1.19
C  3.84  -2.73  -0.36
H  0.06  0.08  -1.15
H  -3.34  3.85  -0.17
H  0.46  3.46  -0.19
H  -1.08  1.49  1.57
H  -0.07  2.83  2.14
H  1.89  1.62  0.55
H  -4.64  -0.60  -0.04
H  6.10  -1.50  0.38
H  -3.37  1.02  -1.41
H  5.26  -0.40  1.50
H  -4.66  2.86  2.24
H  -2.44  3.48  2.24
H  -5.41  0.50  2.15
H  3.32  -4.31  -2.46
H  -3.22  1.22  1.05
H  -1.57  4.46  1.04
H  -6.79  1.60  2.13
H  -7.04  -0.22  0.44
H  -6.95  1.37  -0.33
H  2.53  -4.97  -1.02
H  -5.51  -0.24  -1.53
H  -0.71  2.26  -0.79
H  5.31  -2.16  1.82
H  1.55  -4.13  -2.26
H  -4.75  2.12  -1.43
H  -5.52  3.21  0.74

Calculated values
SMILES = CN1C(=O)C(=CNCCCNC2CCCCC2)C(=O)N(C)C1=O
spin multiplicity = 1
HOMO = -8.62 eV
LUMO energy = 0.022 hartree
relative energy (zero: lowest compared OMol25 entry of this formula, charge and spin) = 0.0 kJ/mol
gap between HOMO and LUMO = 0.3386 Eh
F_max = 0.56 eV/Å

The net atomic charges from Mulliken, expressed in e, are:
1. O -0.84
2. O -0.63
3. O -0.73
4. N 0.04
5. N 0.00
6. N -0.14
7. N -0.03
8. C -0.86
9. C -1.05
10. C -0.37
11. C -0.81
12. C -0.80
13. C -0.67
14. C 0.21
15. C -1.12
16. C -0.68
17. C -1.10
18. C 1.36
19. C -0.59
20. C -0.26
21. C -0.69
22. C 0.82
23. C 0.55
24. H 0.56
25. H 0.30
26. H 0.24
27. H 0.19
28. H 0.47
29. H 0.28
30. H 0.32
31. H 0.31
32. H 0.23
33. H 0.36
34. H 0.31
35. H 0.26
36. H 0.32
37. H 0.31
38. H 0.15
39. H 0.50
40. H 0.36
41. H 0.32
42. H 0.32
43. H 0.31
44. H 0.34
45. H 0.39
46. H 0.31
47. H 0.37
48. H 0.27
49. H 0.31

***

DFT (the ωB97M-V functional and the def2-TZVPD basis) results for the molecule C16H26N6O5S.

Atoms and positions in Å:
S  -0.70  3.71  3.84
O  -0.80  -0.25  0.37
O  1.15  -2.80  -2.33
O  0.15  2.44  6.87
O  4.68  -2.78  -7.69
O  -3.41  0.93  3.55
N  1.74  -2.01  -4.86
N  -2.05  1.78  1.96
N  1.53  -3.73  -6.18
N  1.44  -0.76  -1.41
N  3.30  -4.53  -8.13
N  2.84  -1.98  -5.64
C  2.68  -3.02  -6.41
C  0.97  -3.06  -5.20
C  1.62  0.68  -1.50
C  1.54  -0.99  -3.86
C  -2.43  1.58  3.25
C  -2.70  1.07  0.88
C  -0.40  1.16  4.80
C  -0.75  1.54  6.26
C  1.28  -1.33  -0.08
C  1.37  -1.60  -2.46
C  -0.17  -1.52  0.31
C  -2.06  2.16  5.75
C  -1.50  2.15  4.31
C  3.67  -3.41  -7.47
C  -2.16  4.74  3.58
C  -2.17  -0.34  0.71
H  -3.77  1.02  1.09
H  -2.78  4.77  4.48
H  -0.67  -2.16  -0.43
H  2.43  -0.36  -3.91
H  -1.81  5.75  3.36
H  1.78  -2.29  -0.05
H  2.58  0.97  -1.07
H  -2.72  -0.86  -0.07
H  -0.67  0.14  4.56
H  -2.91  1.48  5.83
H  0.67  -0.38  -4.10
H  -1.17  2.23  1.79
H  0.20  3.23  6.32
H  2.45  -5.01  -7.88
H  -0.85  0.70  6.95
H  0.05  -3.30  -4.69
H  1.58  1.03  -2.52
H  -0.23  -2.02  1.28
H  0.82  1.18  -0.94
H  3.91  -4.88  -8.85
H  1.76  -0.65  0.63
H  -2.29  -0.89  1.65
H  -2.56  1.63  -0.04
H  -2.75  4.37  2.74
H  -2.33  3.13  6.17
H  0.62  1.36  4.48

Calculated values
SMILES = CS[C@]1(C(=O)NCCOCCN(C)C(=O)Cn2cnc(C(N)=O)n2)C[C@H](O)C1
spin multiplicity = 1
HOMO = -9.23 eV
LUMO energy = 0.008 hartree
relative energy (zero: lowest compared OMol25 entry of this formula, charge and spin) = 163.8 kJ/mol
gap between HOMO and LUMO = 0.3474 Eh
F_max = 0.12 eV/Å

The net atomic charges from Mulliken, expressed in e, are:
1. S 0.01
2. O -0.02
3. O -0.65
4. O -0.56
5. O -0.61
6. O -0.68
7. N 0.77
8. N 0.00
9. N -0.59
10. N 0.06
11. N -0.32
12. N -0.90
13. C 0.56
14. C 0.00
15. C -0.88
16. C -0.96
17. C -0.37
18. C -1.02
19. C -0.92
20. C -0.12
21. C -1.26
22. C 0.99
23. C -0.53
24. C -0.94
25. C 1.18
26. C 0.03
27. C -0.83
28. C -0.61
29. H 0.41
30. H 0.26
31. H 0.39
32. H 0.51
33. H 0.42
34. H 0.46
35. H 0.28
36. H 0.36
37. H 0.31
38. H 0.33
39. H 0.28
40. H 0.27
41. H 0.39
42. H 0.27
43. H 0.42
44. H 0.47
45. H 0.45
46. H 0.38
47. H 0.18
48. H 0.22
49. H 0.44
50. H 0.42
51. H 0.41
52. H 0.24
53. H 0.31
54. H 0.29